Entry 1:
A structure of composition C18H48BF4O6V at a distorted geometry. Source: the OMol25 dataset; level of theory: ωB97M-V with the def2-TZVPD basis set.

Positions of all 78 atoms, in Å:
1 V -8.3739 -8.8086 -12.3205
2 B -8.2907 -8.8707 -8.8468
3 F -6.9439 -9.3021 -9.1270
4 F -8.4340 -7.6527 -8.2221
5 F -9.0320 -8.7644 -10.0859
6 F -8.9141 -9.8170 -8.0369
7 C -13.6953 -8.0766 -10.1876
8 C -12.3404 -8.1769 -9.3963
9 C -12.4411 -8.3223 -7.9024
10 O -11.5517 -9.2357 -9.8647
11 H -14.2855 -8.9924 -10.2180
12 H -13.5720 -7.6862 -11.1979
13 H -14.3746 -7.3622 -9.7225
14 H -11.6848 -7.3621 -9.7033
15 H -13.0832 -7.5524 -7.4745
16 H -11.4652 -8.2452 -7.4232
17 H -12.6767 -9.3809 -7.7936
18 H -10.7895 -9.2019 -9.2819
19 C -7.8979 -10.6393 -3.1581
20 C -8.4753 -9.9139 -4.4304
21 C -9.0276 -8.4884 -4.2040
22 O -7.5376 -9.9290 -5.5604
23 H -6.9424 -10.2603 -2.7953
24 H -7.7242 -11.7053 -3.3047
25 H -8.6388 -10.5128 -2.3687
26 H -9.2677 -10.5349 -4.8483
27 H -9.4243 -8.1047 -5.1439
28 H -8.2511 -7.8163 -3.8386
29 H -9.8281 -8.5875 -3.4708
30 H -8.0203 -9.9713 -6.3891
31 C -8.2396 -12.3194 -10.6834
32 C -7.0001 -11.7474 -11.3958
33 C -6.9727 -12.2538 -12.8590
34 O -7.1459 -10.3764 -11.3678
35 H -8.3109 -13.4029 -10.5881
36 H -9.0989 -12.0730 -11.3071
37 H -8.5053 -11.8084 -9.7580
38 H -6.0889 -12.0659 -10.8895
39 H -6.9672 -13.3404 -12.7725
40 H -6.0353 -12.1663 -13.4083
41 H -7.8154 -11.9280 -13.4686
42 H -7.0585 -10.1735 -10.4336
43 C -10.6369 -9.9756 -14.7109
44 C -11.2747 -9.5425 -13.2908
45 C -12.3924 -10.4622 -12.8737
46 O -10.3742 -9.6022 -12.2528
47 H -11.4870 -10.1637 -15.3667
48 H -10.1473 -10.9488 -14.6768
49 H -10.0963 -9.1690 -15.2061
50 H -11.6916 -8.5451 -13.4302
51 H -13.0960 -9.9876 -12.1898
52 H -12.1097 -11.4485 -12.5056
53 H -12.9783 -10.7207 -13.7558
54 H -10.9053 -9.7400 -11.4650
55 C -5.1059 -6.2832 -10.7353
56 C -5.5870 -7.2370 -11.8008
57 C -4.7060 -8.4910 -11.9104
58 O -6.8112 -7.5947 -11.1732
59 H -4.0404 -6.1731 -10.9373
60 H -5.2803 -6.5490 -9.6926
61 H -5.5403 -5.2916 -10.8614
62 H -5.6458 -6.6985 -12.7466
63 H -3.6617 -8.2246 -12.0736
64 H -5.0598 -9.2427 -12.6159
65 H -4.6773 -8.9827 -10.9380
66 H -6.5651 -7.8267 -10.2747
67 C -10.9726 -2.2716 -7.0630
68 C -10.9771 -3.6812 -7.7731
69 C -9.8702 -4.6178 -7.2378
70 O -12.2390 -4.3446 -7.6150
71 H -11.9786 -1.8665 -6.9538
72 H -10.3855 -1.5538 -7.6358
73 H -10.5107 -2.2718 -6.0757
74 H -10.8327 -3.3476 -8.8006
75 H -10.0302 -5.6190 -7.6380
76 H -9.8822 -4.6032 -6.1479
77 H -8.9415 -4.1611 -7.5800
78 H -12.6555 -4.1112 -6.7822

Properties
total charge = +2
maximum force = 4.1 eV/Å
⟨S²⟩ = 6.008
2S+1 = 5
HOMO-LUMO gap (spin up / spin down) = 7.1 / 2.9 eV
highest occupied orbital energy (spin up / spin down) = -13.866 / -13.866 eV
lowest unoccupied orbital energy (spin up / spin down) = -6.73 / -10.96 eV

=====

Entry 2:
A cluster of 2 separate species, C14H16O in total at a distorted geometry. Source: the OMol25 dataset; level of theory: ωB97M-V with the def2-TZVPD basis set.

Positions of all 31 atoms, in Å:
1 C 2.4645 3.3057 1.9536
2 C 1.6583 2.8781 0.8350
3 C 0.6994 1.7982 0.9704
4 C -0.0435 1.4592 -0.0796
5 C 0.0609 2.0874 -1.2891
6 O -0.6452 1.7628 -2.3252
7 C 0.9868 3.1644 -1.4525
8 C 1.7490 3.6141 -0.3232
9 H 3.5492 3.4284 1.6943
10 H 2.1772 2.9069 2.9185
11 H 2.2244 4.3446 2.1457
12 H 0.5377 1.5535 1.9328
13 H -1.0558 0.9297 0.1811
14 H -1.2892 1.0103 -2.2801
15 H 1.1971 3.5718 -2.4075
16 H 2.3455 4.5272 -0.2071
17 C -0.1623 -2.4833 1.8155
18 C -0.7249 -2.6081 0.4739
19 C -0.2872 -2.2181 -0.7361
20 C -0.8755 -2.5181 -1.9254
21 C -2.0912 -3.1936 -1.9949
22 C -2.6293 -3.4914 -0.7702
23 C -1.9575 -3.2194 0.5051
24 H 0.6623 -3.1325 2.0058
25 H -0.8015 -2.6055 2.7490
26 H 0.3840 -1.4520 1.6933
27 H 0.7456 -1.7207 -0.8488
28 H -0.4435 -2.3636 -2.8832
29 H -2.4490 -3.5392 -2.9442
30 H -3.4617 -4.1900 -0.7410
31 H -2.5244 -3.6067 1.3342

Properties
relative energy (zero: lowest compared OMol25 entry of this formula, charge and spin) = 2.731 eV
total charge = 0
maximum force = 5.5 eV/Å
2S+1 = 1
HOMO-LUMO gap = 8.7 eV
highest occupied orbital energy = -7.849 eV
SMILES = Cc1ccc(O)cc1.Cc1ccccc1
lowest unoccupied orbital energy = 0.81 eV

=====

Entry 3:
A structure of composition C21H47BrO7Si2. Source: the OMol25 dataset; level of theory: ωB97M-V with the def2-TZVPD basis set.

Positions of all 78 atoms, in Å:
1 C 3.6460 1.6533 0.3594
2 C 2.8203 1.2562 -0.8539
3 O 3.5567 0.3462 -1.6549
4 C 2.8629 -0.8480 -1.9585
5 C 1.7781 -0.6740 -3.0364
6 Si 0.4403 -1.9893 -2.9839
7 O -1.0181 -1.4219 -2.4164
8 Si -1.1617 -0.5597 -1.0089
9 C -2.5883 -1.2786 -0.0229
10 C -2.2774 -2.6540 0.5814
11 O -1.2617 -2.6227 1.5808
12 C -1.3852 1.2727 -1.3283
13 C -2.8332 1.7636 -1.4283
14 C -2.9632 3.2395 -1.1017
15 Br -3.5089 1.4486 -3.2519
16 H 4.6633 1.9033 0.0521
17 H 3.6950 0.8364 1.0830
18 H 3.2008 2.5202 0.8559
19 H 1.8792 0.7949 -0.5284
20 H 2.5604 2.1407 -1.4491
21 H 3.6182 -1.5521 -2.3147
22 H 2.4416 -1.2732 -1.0354
23 H 2.2465 -0.7458 -4.0252
24 H 1.3530 0.3351 -2.9859
25 H 0.1922 -2.5092 -4.3453
26 H 0.8810 -3.1007 -2.1183
27 H 0.0972 -0.7629 -0.2435
28 H -2.8502 -0.5845 0.7899
29 H -3.4696 -1.3797 -0.6664
30 H -1.9161 -3.3357 -0.1949
31 H -3.1900 -3.0882 1.0091
32 H -1.3140 -1.7844 2.0500
33 H -0.8483 1.5345 -2.2461
34 H -0.8909 1.8291 -0.5188
35 H -3.5045 1.1660 -0.8116
36 H -2.2750 3.7963 -1.7435
37 H -2.6666 3.3990 -0.0607
38 H -3.9797 3.6036 -1.2569
39 C 0.5419 5.7943 2.3860
40 C -0.6261 4.9515 1.9360
41 O -0.4637 3.9031 1.3560
42 C -2.0040 5.4855 2.2401
43 H 1.4759 5.3121 2.1084
44 H 0.4874 6.7842 1.9286
45 H 0.5072 5.9325 3.4681
46 H -2.1358 6.4638 1.7740
47 H -2.1249 5.6168 3.3169
48 H -2.7595 4.7991 1.8668
49 C 1.0727 5.4121 -1.4712
50 C 0.3950 5.3291 -2.8174
51 O -0.3783 4.4380 -3.0766
52 C 0.7302 6.4068 -3.8190
53 H 0.7731 4.5698 -0.8521
54 H 2.1570 5.4102 -1.5997
55 H 0.8012 6.3458 -0.9728
56 H 1.8026 6.4056 -4.0227
57 H 0.4741 7.3873 -3.4131
58 H 0.1815 6.2369 -4.7417
59 C 1.9997 -6.4143 0.5822
60 C 1.1364 -5.9354 -0.5549
61 O 1.5985 -5.5190 -1.5901
62 C -0.3550 -5.9616 -0.3115
63 H 3.0500 -6.3535 0.3065
64 H 1.8156 -5.8074 1.4690
65 H 1.7434 -7.4411 0.8469
66 H -0.5952 -5.3515 0.5625
67 H -0.6822 -6.9807 -0.0979
68 H -0.8794 -5.5801 -1.1849
69 C -0.0900 -4.4704 3.6513
70 C -0.2289 -5.9043 4.0971
71 O 0.4165 -6.8017 3.6079
72 C -1.2319 -6.1650 5.1974
73 H 0.6533 -4.3761 2.8638
74 H -1.0464 -4.0936 3.2849
75 H 0.2019 -3.8459 4.4979
76 H -2.2255 -5.8410 4.8821
77 H -0.9674 -5.5914 6.0876
78 H -1.2507 -7.2251 5.4367

Properties
total charge = 0
maximum force = 0.5 eV/Å
2S+1 = 1
HOMO-LUMO gap = 9.5 eV
highest occupied orbital energy = -9.183 eV
lowest unoccupied orbital energy = 0.34 eV

=====

Entry 4:
A structure of composition C33H36BiClF3I2N3O2PS. Source: the OMol25 dataset; level of theory: ωB97M-V with the def2-TZVPD basis set.

Positions of all 83 atoms, in Å:
1 Bi 0.8060 0.0338 -0.8630
2 C 2.1139 2.4641 2.3791
3 C 1.9157 1.5318 3.5408
4 C 2.4667 1.8859 4.7740
5 C 2.3064 1.0956 5.8937
6 C 1.5629 -0.0752 5.8106
7 C 1.0143 -0.4490 4.6010
8 C 1.1913 0.3406 3.4573
9 P 0.5886 -0.3901 1.8753
10 C -1.0651 -1.0500 2.2858
11 C -1.8143 -0.2800 3.1870
12 C -3.1092 -0.6240 3.5227
13 C -3.6874 -1.7444 2.9419
14 C -2.9697 -2.4866 2.0229
15 C -1.6633 -2.1539 1.6618
16 C -0.9801 -3.0145 0.6287
17 C 1.7940 -1.7385 1.6464
18 C 1.7433 -2.9285 2.3700
19 C 2.6869 -3.9146 2.1542
20 C 3.6861 -3.7183 1.2072
21 C 3.7477 -2.5358 0.4926
22 C 2.8204 -1.5174 0.7113
23 C 2.8970 -0.2315 -0.0563
24 H 2.0128 3.5002 2.7012
25 H 1.3845 2.2834 1.5952
26 H 3.1147 2.3592 1.9559
27 H 3.0296 2.8090 4.8446
28 H 2.7490 1.3924 6.8352
29 H 1.4076 -0.6942 6.6840
30 H 0.4323 -1.3583 4.5465
31 H -1.3674 0.5931 3.6436
32 H -3.6628 -0.0274 4.2355
33 H -4.7016 -2.0275 3.1917
34 H -3.4259 -3.3518 1.5560
35 H -1.6991 -3.3543 -0.1172
36 H -0.5485 -3.9035 1.0930
37 H -0.1724 -2.5017 0.1091
38 H 0.9527 -3.0914 3.0928
39 H 2.6374 -4.8426 2.7079
40 H 4.4167 -4.4955 1.0264
41 H 4.5225 -2.3895 -0.2502
42 H 3.6058 -0.2825 -0.8779
43 H 3.1486 0.6184 0.5747
44 C -0.1697 1.7747 -5.4637
45 C 0.8174 2.7811 -4.8799
46 N 1.0284 2.5992 -3.4445
47 C 0.1930 2.9620 -2.4924
48 S 0.6098 2.6279 -0.8180
49 N -0.9021 3.6466 -2.7928
50 C -1.9833 4.0633 -1.8998
51 C -3.3232 3.5889 -2.4409
52 H -0.2338 1.9096 -6.5426
53 H -1.1703 1.8888 -5.0440
54 H 0.1696 0.7579 -5.2677
55 H 0.5012 3.8097 -5.0702
56 H 1.7916 2.6608 -5.3483
57 H 1.7831 1.9731 -3.1802
58 H -1.0316 3.9014 -3.7615
59 H -1.9645 5.1501 -1.8078
60 H -1.7878 3.6379 -0.9202
61 H -3.4987 3.9687 -3.4492
62 H -4.1282 3.9561 -1.8054
63 H -3.3667 2.5001 -2.4620
64 F 4.1932 -1.8231 -3.9188
65 C 3.0484 -1.3670 -4.4463
66 F 3.3491 -0.3748 -5.2943
67 F 2.4865 -2.3507 -5.1433
68 C 2.1186 -0.8707 -3.3098
69 O 1.3430 -1.6727 -2.7818
70 O 2.2630 0.3223 -2.9443
71 I 1.5708 -4.2460 -1.5406
72 I 1.6060 -6.2820 0.1843
73 Cl -4.4014 -2.3100 -2.4980
74 C -3.9433 -1.0145 -1.4593
75 C -4.8723 -0.3907 -0.6432
76 C -4.4356 0.6244 0.1917
77 C -3.0955 0.9738 0.1744
78 N -2.2044 0.3821 -0.6195
79 C -2.6223 -0.5947 -1.4213
80 H -5.9073 -0.7046 -0.6551
81 H -5.1250 1.1266 0.8562
82 H -2.7123 1.7535 0.8240
83 H -1.8819 -1.0737 -2.0570

Properties
relative energy (zero: lowest compared OMol25 entry of this formula, charge and spin) = 0.755 eV
total charge = +1
maximum force = 0.6 eV/Å
2S+1 = 1
HOMO-LUMO gap = 7.5 eV
highest occupied orbital energy = -10.539 eV
lowest unoccupied orbital energy = -3.08 eV

=====

Entry 5:
A cluster of 2 separate species, C28H19BF10O2S in total at a distorted geometry. Source: the OMol25 dataset; level of theory: ωB97M-V with the def2-TZVPD basis set.

Positions of all 61 atoms, in Å:
1 C -1.2574 2.4219 5.6447
2 C -0.5313 2.1868 4.3715
3 C 0.2984 3.0089 3.6189
4 C 0.8446 2.3879 2.4532
5 C 0.3531 1.0948 2.2846
6 C 0.8252 0.0933 1.3904
7 C 0.6314 -1.2365 1.7707
8 C 1.7043 -2.0940 1.6567
9 C 1.5962 -3.4352 2.3120
10 F 2.6678 -4.2244 2.0298
11 F 1.5053 -3.3377 3.6724
12 F 0.4732 -4.0996 1.8849
13 C 2.8708 -1.7283 0.9835
14 C 2.8619 -0.5166 0.2769
15 C 3.9854 -0.0682 -0.6298
16 F 3.5613 -0.1287 -1.9507
17 F 4.3404 1.2337 -0.3865
18 F 5.1010 -0.8351 -0.5181
19 C 1.8193 0.3833 0.4270
20 S -0.7853 0.6920 3.5371
21 H -0.6609 3.0646 6.2900
22 H -2.2209 2.9018 5.4463
23 H -1.4169 1.4601 6.1419
24 H 0.5007 4.0437 3.8935
25 H 1.5717 2.8013 1.7482
26 H -0.3005 -1.5272 2.2401
27 H 3.7362 -2.3883 0.9698
28 H 1.8233 1.3397 -0.1025
29 F 2.1576 0.9708 -5.1203
30 C 0.9744 1.2267 -4.4563
31 C 0.1947 2.2951 -4.8761
32 C -1.0151 2.4508 -4.2046
33 F -1.8162 3.5244 -4.5326
34 C -1.4511 1.5415 -3.2587
35 C -0.6143 0.5207 -2.7552
36 C -1.2661 -0.3030 -1.6638
37 B -2.3966 0.5968 -0.9004
38 O -3.5961 0.3997 -0.2570
39 C -3.7870 1.6081 0.5845
40 C -2.6309 2.5629 0.2393
41 O -1.7496 1.8125 -0.5956
42 C -0.6976 -1.6682 -1.3661
43 C -1.6340 -2.6744 -1.0653
44 C -1.2981 -4.0117 -1.2294
45 F -2.2746 -4.9709 -1.0940
46 C 0.0012 -4.4373 -1.4980
47 C 0.9520 -3.4279 -1.6082
48 F 2.2807 -3.7851 -1.6800
49 C 0.6331 -2.0678 -1.5551
50 C 0.5971 0.3265 -3.4411
51 H 0.4968 2.9545 -5.6846
52 H -2.4761 1.6606 -2.9116
53 H -2.2573 -0.6329 -2.1396
54 H -4.7584 2.0672 0.3207
55 H -3.7467 1.3541 1.6715
56 H -2.9599 3.4549 -0.3257
57 H -2.1006 2.8788 1.1512
58 H -2.6427 -2.3980 -0.7759
59 H 0.2748 -5.4845 -1.5969
60 H 1.4434 -1.3394 -1.6046
61 H 1.2652 -0.4991 -3.2270

Properties
relative energy (zero: lowest compared OMol25 entry of this formula, charge and spin) = 0.567 eV
total charge = 0
maximum force = 4.6 eV/Å
2S+1 = 1
HOMO-LUMO gap = 7.8 eV
highest occupied orbital energy = -8.319 eV
SMILES = Cc1ccc(-c2cc(C(F)(F)F)cc(C(F)(F)F)c2)s1.Fc1cc(F)cc(C(B2OCCO2)c2cc(F)cc(F)c2)c1
lowest unoccupied orbital energy = -0.49 eV

=====

> total charge of number 2 (C14H16O)?

0